19
Properties=species:S:1:pos:R:3:lowdin_charge:R:1 method="wB97M-V/def2-TZVPD" smiles=CCC.CC spin_multiplicity=1 e_above_lowest_kj_mol=24.6 homo_ev=-11.341 orbital_gap_ev=12.4 e_tot_ev=-5411.795 total_charge=0
C 0.7770 1.8779 -0.1655 -0.319
C -0.6150 2.5390 -0.1555 -0.120
C 1.1046 1.3758 -1.5799 -0.126
H 1.5889 2.4940 0.2122 0.092
H 0.7857 1.0766 0.5802 0.086
H -1.2714 1.9309 -0.7682 0.061
H 1.3105 2.2179 -2.2342 0.068
H -0.5236 3.5501 -0.5412 0.065
H -1.0113 2.6393 0.8583 0.066
H 1.9375 0.6728 -1.5404 0.065
H 0.2474 0.8503 -2.0030 0.062
C -1.3053 -2.4871 0.8973 -0.168
C 0.1761 -2.8243 0.8969 -0.183
H -1.9055 -3.2784 0.4534 0.058
H -1.6520 -2.4154 1.9230 0.060
H -1.4838 -1.5791 0.3190 0.057
H 0.7201 -2.2276 1.6381 0.057
H 0.7311 -2.5753 -0.0154 0.061
H 0.3891 -3.8374 1.2249 0.057

---

19
Properties=species:S:1:pos:R:3:lowdin_charge:R:1 method="wB97M-V/def2-TZVPD" smiles=CCC.CC spin_multiplicity=1 e_above_lowest_kj_mol=80.3 homo_ev=-11.032 orbital_gap_ev=12.1 e_tot_ev=-5411.218 total_charge=0
C -2.2158 -0.8449 -0.1920 -0.326
C -1.0792 -0.8882 0.8521 -0.136
C -3.1566 0.3543 -0.0658 -0.123
H -1.7315 -0.9387 -1.1716 0.093
H -2.7659 -1.8294 -0.0708 0.107
H -1.3557 -0.6650 1.8744 0.063
H -2.5801 1.1320 0.4624 0.069
H -3.3861 0.7562 -1.0603 0.067
H -0.2174 -0.3131 0.4955 0.053
H -0.7833 -1.9624 0.9243 0.073
H -4.0344 0.1701 0.5339 0.061
C 3.0680 0.5818 0.4260 -0.195
C 3.1048 0.7418 -1.0589 -0.179
H 2.3152 -0.0986 0.8739 0.064
H 3.9681 0.0959 0.8183 0.053
H 3.2757 1.5200 0.9829 0.073
H 2.0568 0.7376 -1.4170 0.061
H 3.4746 1.6860 -1.4157 0.060
H 3.4281 -0.1469 -1.5789 0.061

---

19
Properties=species:S:1:pos:R:3:lowdin_charge:R:1 method="wB97M-V/def2-TZVPD" smiles=CCC.CC spin_multiplicity=1 e_above_lowest_kj_mol=185.2 homo_ev=-10.435 orbital_gap_ev=11.5 e_tot_ev=-5410.130 total_charge=0
C -1.2204 -0.1959 -2.7915 -0.167
C -1.1119 -1.3628 -1.7831 -0.179
H -1.3083 0.7769 -2.2786 0.057
H -0.3747 -0.1065 -3.5511 0.090
H -2.2014 -0.2115 -3.1510 0.027
H -0.5299 -2.2743 -2.1423 0.094
H -1.9174 -1.9358 -1.4947 0.008
H -1.0704 -0.8263 -0.7570 0.072
C 1.1497 0.3754 2.1081 -0.353
C 1.2352 -0.3495 0.7512 -0.122
C 0.2846 1.6149 2.1206 -0.144
H 0.9529 -0.4001 2.9177 0.120
H 2.1434 0.7130 2.3094 0.076
H 2.1106 -0.8622 0.6923 0.025
H 1.0885 0.3009 -0.1306 0.080
H -0.7601 1.3921 1.6809 0.096
H 0.3577 2.0902 3.1474 0.084
H 0.4038 -1.0925 0.8805 0.074
H 0.7682 2.3540 1.4718 0.063